[1]
# C52H53BF2GeN3O2W

A molecular structure, C52H53BF2GeN3O2W in a non-equilibrium geometry (wB97M-V/def2-TZVPD, OMol25).

Calculated values
- E_HOMO (spin up / spin down) (Ha) = -0.367 / -0.398
- 2S+1 = 3
- ⟨S²⟩ = 2.09
- net charge = +1
- LUMO energy (spin up / spin down) (hartree) = -0.1434 / -0.1483

Positions of all 115 atoms, in Å:
W 1.538 -1.892 -0.027
C 5.144 -1.703 -1.644
C 4.798 -2.122 -0.245
C 5.470 -1.627 0.843
C 5.137 -2.024 2.151
C 5.851 -1.430 3.332
C 4.142 -2.967 2.338
C 3.497 -3.562 1.253
C 2.667 -4.802 1.459
C 3.759 -3.070 -0.037
H 5.575 -0.702 -1.661
H 4.261 -1.711 -2.286
H 5.872 -2.391 -2.079
H 6.263 -0.902 0.694
H 5.164 -0.818 3.920
H 6.686 -0.804 3.024
H 6.230 -2.210 3.992
H 3.892 -3.296 3.339
H 1.628 -4.677 1.155
H 2.654 -5.082 2.510
H 3.095 -5.625 0.883
H 3.497 -3.693 -0.888
C -1.562 -1.640 -6.034
C -1.504 -0.161 -5.765
C -2.006 0.762 -6.673
C -1.950 2.128 -6.430
C -1.405 2.588 -5.243
C -0.908 1.689 -4.309
C -0.943 0.329 -4.582
N -0.440 -0.642 -3.665
C 0.399 -0.437 -2.621
N 1.385 0.458 -2.731
C 2.298 0.760 -1.710
C 2.364 -0.026 -0.558
C 3.155 0.477 0.488
C 3.982 1.566 0.333
C 3.977 2.249 -0.885
C 3.119 1.885 -1.905
C 3.038 2.682 -3.180
N 0.336 -1.200 -1.554
C -0.484 -2.364 -1.450
C 0.206 -4.968 -1.386
C -0.918 -5.214 -0.375
C -2.277 -4.780 -0.856
C -2.647 -3.543 -1.192
C -1.845 -2.327 -1.301
C -2.590 -1.029 -1.268
H -1.965 -1.835 -7.025
H -2.207 -2.162 -5.319
H -0.572 -2.098 -5.975
H -2.442 0.398 -7.595
H -2.342 2.825 -7.158
H -1.379 3.649 -5.027
H -0.545 2.056 -3.359
H -0.967 -1.503 -3.597
H 1.420 0.996 -3.584
H 3.157 -0.047 1.442
H 4.613 1.900 1.146
H 4.626 3.105 -1.026
H 3.754 3.501 -3.164
H 2.047 3.124 -3.319
H 3.262 2.073 -4.061
H 1.009 -5.694 -1.257
H -0.943 -6.253 -0.049
H -3.031 -5.556 -0.882
H -3.700 -3.402 -1.416
H -3.405 -1.088 -0.548
H -3.041 -0.805 -2.242
H -1.948 -0.186 -1.003
F -0.586 -4.473 0.786
B 0.591 -3.431 -1.263
F -0.310 -5.195 -2.677
O -0.231 -2.663 3.464
C 0.037 -1.953 2.543
O 1.246 -2.070 1.901
C -0.875 -0.845 2.066
C -1.213 0.092 3.229
Ge -2.162 1.733 2.755
C -4.087 1.481 2.677
C -4.848 1.768 3.811
C -6.223 1.579 3.813
C -6.862 1.107 2.675
C -6.123 0.826 1.536
C -4.746 1.013 1.540
C -1.467 2.435 1.070
C -2.270 3.047 0.107
C -1.705 3.683 -0.994
C -0.325 3.711 -1.149
C 0.490 3.090 -0.210
C -0.080 2.463 0.890
C -1.750 3.061 4.113
C -1.186 2.723 5.342
C -0.903 3.702 6.289
C -1.181 5.032 6.014
C -1.745 5.385 4.795
C -2.026 4.406 3.853
H -1.779 -1.323 1.677
H -0.415 -0.280 1.246
H -0.291 0.390 3.734
H -1.810 -0.448 3.966
H -4.365 2.154 4.703
H -6.798 1.806 4.702
H -7.935 0.968 2.674
H -6.619 0.467 0.643
H -4.187 0.804 0.637
H -3.347 3.062 0.227
H -2.344 4.173 -1.718
H 0.117 4.233 -1.990
H 1.569 3.121 -0.316
H 0.573 2.013 1.633
H -0.971 1.688 5.579
H -0.470 3.423 7.241
H -0.962 5.794 6.751
H -1.965 6.423 4.580
H -2.463 4.697 2.903

Atom charges from the Löwdin analysis, given in e for atoms 1 to 4: number 1, W, carries 1.64; number 2, C, carries -0.03; number 3, C, carries -0.28; number 4, C, carries -0.01



[2]
# C15H13N3OS3

C15H13N3OS3 in the gas phase in a non-equilibrium geometry (wB97M-V/def2-TZVPD, OMol25).

Calculated values
- E_HOMO (Ha) = -0.300
- 2S+1 = 1
- SMILES = Cc1csc(SCC(=O)Nc2nc(-c3ccccc3)cs2)n1
- LUMO energy (hartree) = 0.0070

Positions of all 35 atoms, in Å:
C -0.352 -2.466 -0.731
C 1.014 -2.081 -0.277
C 2.180 -2.390 -0.913
S 3.542 -1.806 -0.037
C 2.414 -1.182 1.155
S 3.023 -0.430 2.603
C 1.821 0.940 2.829
C 2.548 2.161 2.328
O 3.219 2.877 3.028
N 2.531 2.358 0.961
C 1.653 1.869 0.032
N 0.459 1.468 0.259
C -0.188 1.068 -0.876
C -1.567 0.609 -0.779
C -2.345 0.377 -1.913
C -3.646 -0.070 -1.785
C -4.191 -0.290 -0.531
C -3.428 -0.054 0.601
C -2.126 0.393 0.480
C 0.569 1.172 -2.009
S 2.140 1.783 -1.663
N 1.176 -1.397 0.885
H -1.075 -2.188 0.030
H -0.608 -1.958 -1.659
H -0.401 -3.539 -0.903
H 2.314 -2.933 -1.826
H 0.923 0.697 2.269
H 1.634 1.025 3.897
H 3.211 3.033 0.629
H -1.936 0.554 -2.896
H -4.240 -0.247 -2.670
H -5.208 -0.640 -0.437
H -3.849 -0.220 1.581
H -1.523 0.576 1.355
H 0.312 0.929 -3.019

Atom charges from the Löwdin analysis, given in e for atoms 1 to 4: number 1, C, carries -0.03; number 2, C, carries -0.44; number 3, C, carries -0.37; number 4, S, carries 0.99



[3]
# C11H18N4S3SbTm

A molecular structure, C11H18N4S3SbTm in a non-equilibrium geometry (wB97M-V/def2-TZVPD, OMol25).

Calculated values
- E_HOMO (spin up / spin down) (Ha) = -0.413 / -0.408
- relative energy (zero: lowest compared OMol25 entry of this formula, charge and spin) (kJ/mol) = 36.01
- 2S+1 = 4
- ⟨S²⟩ = 3.77
- net charge = +1
- LUMO energy (spin up / spin down) (hartree) = -0.1132 / -0.2081

Positions of all 38 atoms, in Å:
Tm -0.485 -0.651 0.108
C 2.429 0.510 1.281
C 1.679 0.062 2.495
N 0.230 0.292 2.326
C -0.203 1.703 2.444
C -0.921 2.184 1.215
C -1.995 3.032 1.254
C -2.544 3.453 0.049
C -2.021 3.004 -1.151
C -0.947 2.148 -1.115
C -0.286 1.600 -2.348
N 0.168 0.206 -2.163
C 1.611 -0.024 -2.353
C 2.389 0.479 -1.178
N 1.999 -0.223 0.069
N -0.423 1.741 0.048
H 2.234 1.565 1.098
H 3.498 0.419 1.455
H 1.814 -0.999 2.662
H 2.070 0.577 3.370
H -0.259 -0.253 2.989
H -0.833 1.823 3.318
H 0.669 2.342 2.603
H -2.395 3.359 2.207
H -3.401 4.127 0.050
H -2.457 3.291 -2.104
H -0.962 1.657 -3.196
H 0.568 2.236 -2.593
H -0.341 -0.388 -2.775
H 1.744 -1.090 -2.476
H 1.964 0.449 -3.265
H 3.455 0.395 -1.373
H 2.189 1.538 -1.023
H 2.425 -1.123 0.073
S -1.893 -2.060 1.880
Sb -2.469 -3.046 -0.231
S -2.856 -0.775 -1.000
S -0.162 -3.000 -0.965

Atom charges from the Löwdin analysis, given in e for atoms 1 to 4: number 1, Tm, carries 0.51; number 2, C, carries -0.19; number 3, C, carries -0.18; number 4, N, carries -0.15



[4]
# C16H11LiN5

A molecular structure, C16H11LiN5 in a non-equilibrium geometry (wB97M-V/def2-TZVPD, OMol25).

Calculated values
- E_HOMO (Ha) = -0.446
- relative energy (zero: lowest compared OMol25 entry of this formula, charge and spin) (kJ/mol) = 9.82
- 2S+1 = 1
- net charge = +1
- LUMO energy (hartree) = -0.1263

Positions of all 33 atoms, in Å:
Li 0.013 0.098 0.000
N -2.096 -2.800 5.192
C -1.489 -1.986 4.667
C -0.733 -0.978 4.018
C -0.024 -0.031 4.757
C 0.691 0.923 4.056
C 0.674 0.893 2.670
N -0.001 -0.011 1.959
C -0.692 -0.927 2.625
H -0.041 -0.056 5.839
H 1.256 1.678 4.576
H 1.226 1.622 2.095
H -1.237 -1.657 2.039
N -2.524 5.237 -8.862
C -2.158 4.855 -7.848
C -1.706 4.379 -6.592
C -0.989 5.217 -5.739
C -0.550 4.750 -4.516
C -0.820 3.439 -4.123
C -1.538 2.605 -4.979
C -1.978 3.068 -6.203
N -0.372 2.960 -2.874
C 0.338 3.655 -1.932
C 0.550 2.802 -0.897
N -0.015 1.591 -1.179
C -0.558 1.723 -2.370
H -0.779 6.232 -6.042
H 0.002 5.422 -3.879
H -1.762 1.587 -4.705
H -2.533 2.418 -6.862
H 0.644 4.673 -2.042
H 1.070 2.988 0.021
H -1.083 0.931 -2.865

Atom charges from the Löwdin analysis, given in e for atoms 1 to 4: number 1, Li, carries 0.71; number 2, N, carries 0.20; number 3, C, carries -0.17; number 4, C, carries -0.19



[5]
# C5H9N4

2 unconnected molecules or ions with the total composition C5H9N4 in a non-equilibrium geometry (wB97M-V/def2-TZVPD, OMol25).

Calculated values
- E_HOMO (spin up / spin down) (Ha) = -0.466 / -0.459
- relative energy (zero: lowest compared OMol25 entry of this formula, charge and spin) (kJ/mol) = 527.50
- 2S+1 = 1
- net charge = +1
- LUMO energy (spin up / spin down) (hartree) = -0.2282 / -0.1838

Positions of all 18 atoms, in Å:
C 1.942 -1.420 0.234
C 0.407 0.005 0.311
C 1.560 0.739 0.028
C -2.332 -0.415 0.163
C 1.774 2.150 -0.204
N 0.672 -1.320 0.454
N 2.527 -0.213 0.047
N -3.547 0.185 0.408
N -2.256 -1.632 -0.302
H 2.583 -2.249 0.071
H 1.353 2.429 -1.061
H 1.460 2.782 0.567
H 2.845 2.174 -0.271
H 3.560 -0.191 -0.001
H -3.664 1.177 0.657
H -4.330 -0.236 0.017
H -1.429 -1.932 -0.699
H -3.126 -2.031 -0.418

Atom charges from the Löwdin analysis, given in e for atoms 1 to 4: number 1, C, carries -0.19; number 2, C, carries 0.08; number 3, C, carries -0.30; number 4, C, carries -0.05



[6]
# C20H41INO10PS

A molecular structure, C20H41INO10PS in a non-equilibrium geometry (wB97M-V/def2-TZVPD, OMol25).

Calculated values
- E_HOMO (Ha) = -0.285
- 2S+1 = 1
- LUMO energy (hartree) = -0.0055

Positions of all 75 atoms, in Å:
O -2.646 -1.486 1.049
S -2.886 -0.745 -0.239
O -1.576 -1.001 -1.262
C -1.767 -2.150 -2.128
C -1.967 -1.796 -3.678
C -1.017 -0.627 -4.231
C -1.522 0.867 -3.828
N -0.610 1.589 -2.903
C -0.882 3.010 -2.777
C 0.166 3.530 -1.728
C 1.074 2.346 -1.271
C 0.504 1.162 -2.093
O -2.724 0.924 0.149
P -4.302 1.624 0.266
O -5.357 0.474 -0.480
I -4.844 1.822 2.652
H -0.803 -2.784 -2.048
H -2.676 -2.787 -1.792
H -1.733 -2.763 -4.266
H -3.060 -1.543 -3.894
H 0.096 -0.773 -4.005
H -1.101 -0.668 -5.387
H -2.585 0.715 -3.391
H -1.682 1.501 -4.782
H -1.688 3.631 -3.306
H 0.251 4.606 -1.368
H 1.932 2.277 -0.532
H 0.797 0.059 -2.112
H -5.370 0.619 -1.452
C -0.083 4.458 4.066
O 1.133 5.072 3.675
C 1.572 4.685 2.380
C 2.030 5.887 1.560
O 1.000 6.803 1.177
C 0.397 7.577 2.217
C 1.321 8.578 2.910
O 2.269 7.912 3.736
C 3.573 8.456 3.657
H 0.114 3.454 4.450
H -0.526 5.061 4.860
H -0.798 4.415 3.238
H 0.787 4.149 1.830
H 2.422 4.005 2.514
H 2.433 5.503 0.617
H 2.856 6.413 2.035
H -0.101 6.929 2.938
H -0.398 8.147 1.724
H 0.725 9.228 3.561
H 1.816 9.199 2.153
H 3.848 8.697 2.624
H 4.276 7.704 4.023
H 3.646 9.348 4.285
C 2.429 -8.104 -2.253
O 1.170 -8.028 -1.608
C 0.994 -9.003 -0.590
C 0.395 -8.392 0.674
O 1.242 -7.485 1.383
C 1.526 -6.232 0.756
C 0.326 -5.302 0.575
O -0.552 -5.791 -0.433
C -1.923 -5.670 -0.098
H 2.409 -8.880 -3.023
H 2.625 -7.140 -2.725
H 3.237 -8.299 -1.540
H 1.940 -9.501 -0.338
H 0.301 -9.758 -0.979
H 0.208 -9.212 1.374
H -0.579 -7.943 0.487
H 2.056 -6.385 -0.184
H 2.235 -5.732 1.424
H 0.680 -4.318 0.247
H -0.191 -5.186 1.535
H -2.110 -5.944 0.945
H -2.488 -6.359 -0.731
H -2.265 -4.650 -0.288

Atom charges from the Löwdin analysis, given in e for atoms 1 to 4: number 1, O, carries -0.41; number 2, S, carries 0.91; number 3, O, carries -0.39; number 4, C, carries -0.25



[7]
# C34H32CoN4O5S5

A molecular structure, C34H32CoN4O5S5 (wB97M-V/def2-TZVPD, OMol25).

Calculated values
- E_HOMO (Ha) = -0.186
- relative energy (zero: lowest compared OMol25 entry of this formula, charge and spin) (kJ/mol) = 61.46
- 2S+1 = 1
- net charge = -1
- LUMO energy (hartree) = 0.0781

Positions of all 81 atoms, in Å:
Co -0.633 -0.282 -2.390
C -3.266 -3.407 -1.350
C -2.089 -2.674 -1.925
N -2.074 -1.386 -1.901
N -3.211 -0.712 -1.459
C -3.312 0.422 -2.060
S -2.181 0.983 -3.253
S -4.638 1.499 -1.684
C -5.509 0.581 -0.373
C -4.960 0.813 1.010
C -4.012 -0.041 1.569
C -3.513 0.198 2.842
C -3.952 1.291 3.575
C -4.900 2.144 3.028
C -5.400 1.903 1.756
C -1.003 -3.379 -2.590
C -0.794 -4.747 -2.356
C 0.130 -5.478 -3.065
C 0.857 -4.839 -4.076
C 0.686 -3.502 -4.328
C -0.206 -2.710 -3.564
O -0.245 -1.433 -3.811
H -4.190 -2.951 -1.701
H -3.257 -3.316 -0.262
H -3.255 -4.457 -1.625
H -5.505 -0.473 -0.641
H -6.534 0.949 -0.433
H -3.647 -0.876 0.988
H -2.759 -0.462 3.251
H -3.539 1.489 4.556
H -5.247 3.003 3.589
H -6.137 2.576 1.331
H -1.363 -5.238 -1.577
H 0.287 -6.526 -2.846
H 1.578 -5.402 -4.659
H 1.263 -2.991 -5.087
S 0.164 -2.292 0.806
C 1.470 -1.302 1.040
N 1.659 -0.558 2.143
C 2.767 0.388 2.239
C 3.993 -0.288 1.693
N 3.736 -0.693 0.321
C 4.806 -0.483 -0.655
C 4.659 0.846 -1.361
C 4.172 0.882 -2.661
C 3.915 2.095 -3.284
C 4.153 3.284 -2.615
C 4.662 3.257 -1.323
C 4.912 2.045 -0.703
C 2.558 -1.228 -0.038
S 2.255 -1.791 -1.552
C 0.645 -0.427 3.190
C 0.151 0.992 3.316
C 0.305 1.712 4.495
C -0.146 3.024 4.578
C -0.732 3.626 3.473
C -0.880 2.911 2.291
C -0.453 1.596 2.219
H 2.905 0.637 3.292
H 2.537 1.295 1.678
H 4.253 -1.159 2.308
H 4.841 0.392 1.701
H 4.752 -1.288 -1.386
H 5.759 -0.559 -0.127
H 3.924 -0.046 -3.159
H 3.485 2.106 -4.277
H 3.922 4.231 -3.087
H 4.836 4.182 -0.788
H 5.284 2.043 0.316
H 1.081 -0.764 4.137
H -0.166 -1.101 2.926
H 0.779 1.245 5.353
H -0.026 3.579 5.501
H -1.069 4.654 3.531
H -1.327 3.369 1.417
H -0.574 1.041 1.296
O 0.143 3.040 -1.533
S 0.557 1.681 -1.316
O 1.664 1.527 -0.394
O 0.817 0.938 -2.632
O -0.623 0.794 -0.846

Atom charges from the Löwdin analysis, given in e for atoms 1 to 4: number 1, Co, carries 0.33; number 2, C, carries -0.01; number 3, C, carries -0.25; number 4, N, carries -0.06



| no. | electronic energy (a.u.) |
| --- | --- |
| 1 | -4696.41440 |
| 2 | -2013.50399 |
| 3 | -3168.98043 |
| 4 | -897.46040 |
| 5 | -414.53289 |
| 6 | -2630.75754 |
| 7 | -5283.90656 |